Density functional theory data (ωB97M-V/def2-TZVPD) for a 2-piece molecular cluster, H5NO overall.

XYZ file:
```
7
Properties=species:S:1:pos:R:3:forces:R:3:nbo_charge:R:1
N 1.3548 -0.2580 -0.9474 -0.66 0.12 0.76 -1.1170
H 0.7852 0.3552 -1.5104 0.49 -0.08 -0.14 0.3746
H 2.2351 0.0977 -0.6223 0.02 0.21 -0.30 0.3747
H 1.4051 -1.1999 -1.2752 0.05 -0.17 -0.30 0.3716
O -1.4846 0.3098 1.0635 0.66 0.21 -0.43 -0.9488
H -0.6500 0.4588 0.5729 -0.52 -0.19 0.36 0.4795
H -1.4535 -0.6289 1.2618 -0.03 -0.10 0.05 0.4653
```
Positions in Å, forces in eV/Å.

As for the SMILES: N.O. The energy comes out at -132.98611 Ha. The LUMO energy is 0.034 Eh. Its energy above the lowest of the compared OMol25 structures with the same formula, charge and spin is 4.24 kcal per mole.